(1)
96
Properties=species:S:1:pos:R:3 method="wB97M-V/def2-TZVPD" e_homo_ev=-10.677 charge=0 gap_ev=10.71
C 0.1201 3.5545 -0.7554
C 1.1606 4.5791 -0.1933
O 1.7908 5.4121 -1.3408
C 2.8820 4.9080 -1.8001
O 3.4526 3.8823 -1.4593
C 3.6318 5.7340 -2.8697
F 4.9129 5.8379 -2.5238
F 3.6953 5.1770 -4.0982
F 3.0787 6.8996 -3.0904
H -0.2102 2.9070 0.0665
H 0.5023 2.9074 -1.5297
H -0.6829 4.1826 -1.2326
H 1.9400 3.9886 0.2414
H 0.7946 5.3438 0.4722
C 5.1329 -0.3942 -2.6670
C 4.5669 0.5245 -1.6017
O 5.4609 1.5136 -1.0353
C 5.9537 2.4283 -1.8211
O 5.8309 2.6060 -2.9884
C 6.8002 3.4268 -0.9151
F 7.6326 4.1506 -1.7561
F 5.9999 4.1524 -0.1941
F 7.6248 2.7763 -0.0924
H 6.0392 -0.9734 -2.4052
H 5.3207 0.1718 -3.6028
H 4.4092 -1.1733 -3.0190
H 4.2625 -0.0327 -0.7087
H 3.6875 1.1033 -1.9038
C -2.5564 -3.5479 1.3836
C -3.7680 -4.3786 1.1572
O -4.8138 -3.5049 0.5630
C -6.0596 -3.8385 0.8201
O -6.4800 -4.8701 1.3753
C -7.1260 -2.7047 0.5447
F -7.4880 -2.2973 1.7391
F -6.6579 -1.6979 -0.2190
F -8.1593 -3.2831 -0.0833
H -1.7127 -4.1242 1.7971
H -2.8122 -2.7498 2.0671
H -2.1028 -3.1209 0.4492
H -4.2612 -4.8088 1.9901
H -3.6871 -5.2590 0.5002
C 5.9652 -2.2876 1.0956
C 5.3117 -1.6232 2.2979
O 4.5703 -0.4169 1.8395
C 4.0160 0.2856 2.8372
O 4.1054 0.0861 4.0356
C 3.4423 1.6104 2.3100
F 2.3781 1.9700 2.9443
F 4.4183 2.5439 2.3877
F 3.1767 1.5683 1.0365
H 6.6071 -1.5688 0.5637
H 5.1892 -2.6849 0.4290
H 6.5696 -3.0852 1.4777
H 6.0099 -1.3778 3.0665
H 4.5184 -2.1539 2.8076
C -3.7646 0.1821 2.6962
C -4.7157 1.2341 3.1978
O -5.9591 1.2784 2.3163
C -6.8945 2.1565 2.6794
O -6.8648 2.9962 3.5223
C -8.1441 1.8661 1.8245
F -9.0885 2.7599 2.2225
F -7.8873 1.9934 0.4917
F -8.6639 0.6213 1.9940
H -4.4064 -0.6668 2.3664
H -3.1651 -0.1250 3.5589
H -3.1421 0.4490 1.8625
H -4.4245 2.2339 3.1341
H -5.1608 0.9681 4.1918
C -3.2541 0.0426 -6.0106
C -3.0385 -0.1683 -4.5031
O -2.5586 -1.5853 -4.3501
C -1.9801 -1.8305 -3.2283
O -1.7789 -1.1924 -2.1925
C -1.3972 -3.3043 -3.1648
F -0.1898 -3.2803 -2.6109
F -2.2629 -4.0554 -2.4564
F -1.2032 -3.9668 -4.3381
H -2.3687 -0.3440 -6.4809
H -3.4182 1.0382 -6.3191
H -4.1303 -0.5323 -6.3693
H -3.8915 -0.0248 -3.8871
H -2.2511 0.4255 -4.1158
C 0.2104 -2.2573 4.1219
C 0.1938 -1.2031 3.1242
N 0.3082 -0.3226 2.3686
H 1.1560 -2.3269 4.7037
H -0.0294 -3.1717 3.6459
H -0.6281 -2.0309 4.8232
C 1.6206 -2.2800 0.1744
C 1.9787 -3.4135 1.1076
N 2.1668 -4.3338 1.8094
H 0.9542 -1.5271 0.5905
H 1.1353 -2.7280 -0.7329
H 2.5540 -1.8487 -0.1572

(2)
19
Properties=species:S:1:pos:R:3 method="wB97M-V/def2-TZVPD" e_homo_ev=-9.686 charge=0 gap_ev=10.79
C -0.5813 1.7365 -1.8240
C -0.9573 0.5090 -0.9964
C 0.0836 0.1616 0.0811
C 1.3241 -0.3604 -0.6069
O 2.3568 0.2510 -0.7431
C -0.4451 -0.8841 1.0726
C 0.5996 -1.3148 2.1189
H -1.3223 1.9246 -2.6075
H -0.5260 2.6296 -1.1915
H 0.3961 1.6151 -2.3041
H -1.9262 0.6698 -0.5067
H -1.0924 -0.3618 -1.6552
H 0.3742 1.0725 0.6206
H 1.2174 -1.3913 -1.0215
H -0.8022 -1.7563 0.5081
H -1.3314 -0.4652 1.5634
H 0.2441 -1.1554 3.1407
H 1.5305 -0.7461 2.0119
H 0.8574 -2.3741 2.0256

(3)
55
Properties=species:S:1:pos:R:3 method="wB97M-V/def2-TZVPD" e_homo_ev="-13.667 / -13.666" charge=+2 gap_ev="4.98 / 4.98"
Mo -0.1586 -0.0222 -1.0106
Br -6.0476 -3.1443 0.8602
C -4.5680 -2.5878 -0.1359
C -4.3531 -3.0840 -1.4585
Br -5.5707 -4.2925 -2.1912
C -3.2596 -2.6899 -2.2148
Br -2.9306 -3.2829 -3.9562
C -2.3403 -1.7991 -1.6479
O -1.2681 -1.3052 -2.2055
C -2.5837 -1.3077 -0.3551
O -1.6856 -0.3895 -0.0024
C -3.6837 -1.6849 0.4158
Br -3.8464 -0.9566 2.1320
C -0.6301 -1.0156 4.8557
C -0.4486 0.1472 3.8938
N -0.0566 -0.3083 2.5433
C 1.1236 -0.6085 2.0389
S 1.1690 -1.3615 0.4248
N 2.3084 -0.4740 2.6044
C 2.7079 0.0429 3.9290
C 2.8870 1.5518 3.9256
H -0.9195 -0.6401 5.8372
H 0.2864 -1.5960 4.9694
H -1.4123 -1.6900 4.5059
H 0.2687 0.8792 4.2503
H -1.3894 0.6775 3.7542
H -0.8434 -0.6009 1.9770
H 3.0765 -0.7187 1.9975
H 3.6487 -0.4518 4.1623
H 1.9951 -0.2928 4.6735
H 3.6716 1.8509 3.2303
H 3.1773 1.8882 4.9210
H 1.9679 2.0716 3.6484
C 2.3740 2.6158 -1.6718
C 0.9213 2.1622 -1.8879
C 0.0652 3.3409 -2.3609
C 0.3383 1.6921 -0.5168
C 0.8436 0.9610 -2.8607
C -0.1113 0.8756 -3.8815
C -0.1748 -0.2493 -4.7050
C 0.6530 -1.3357 -4.4863
C 1.5720 -1.3027 -3.4428
C 1.6822 -0.1682 -2.6388
H 2.3931 3.4652 -0.9894
H 2.7965 2.9326 -2.6260
H 3.0051 1.8323 -1.2552
H 0.1559 4.1605 -1.6492
H -0.9914 3.0866 -2.4388
H 0.4173 3.6986 -3.3298
H 0.1819 2.4786 0.2166
H -0.7930 1.6947 -4.0590
H -0.9001 -0.2710 -5.5074
H 0.5828 -2.2126 -5.1148
H 2.2241 -2.1477 -3.2643
H 2.4723 -0.1139 -1.9026

(4)
75
Properties=species:S:1:pos:R:3 method="wB97M-V/def2-TZVPD" e_homo_ev=-8.424 charge=0 gap_ev=7.58
N -3.2066 -0.0388 1.6103
C -1.8935 0.7416 1.3320
N -1.5629 1.2834 2.7428
N -2.3129 1.8202 0.3974
C -0.8005 -0.3435 0.9238
C 0.5631 0.0091 0.0745
P 1.2171 1.6177 0.9896
P 2.5890 2.8790 -0.0733
O 3.3042 3.7549 1.0901
O 3.9008 2.2245 -0.9572
O 1.7073 4.1415 -0.9681
C 0.2413 0.2893 -1.4907
O -0.0736 1.7632 -1.5616
P -1.3869 -0.4774 -2.1915
O -1.4205 -2.0483 -2.2512
C 1.4133 0.1407 -2.6088
Br 1.7667 1.9673 -3.4976
C 0.9422 -0.6634 -4.0047
C 2.2198 -0.7961 -5.0812
O 2.5731 -2.2403 -5.2897
C 3.7851 -2.3429 -6.1474
O 4.9858 -1.8125 -5.8359
O 2.7407 -0.2387 -2.1336
S 2.7484 -1.5832 -1.0986
O 4.2014 -2.0773 -0.7598
O 2.2502 -2.7427 -2.0581
C 1.6413 -1.2645 0.3721
C 0.8404 -2.7357 0.5147
C 1.8012 -4.0515 0.6683
C 1.4905 -4.8925 2.0815
I 3.4745 -5.5519 2.8636
C 2.3129 -1.1591 1.8387
C 3.8943 -0.3442 1.8120
C 4.6855 -0.3005 3.3519
O 5.1278 -1.2557 2.0785
H -3.9110 0.7102 1.8702
H -3.5404 -0.3577 0.6519
H -2.3463 1.0840 3.4044
H -1.3864 2.3101 2.7147
H -3.2971 1.7431 0.0489
H -2.1536 2.7924 0.7370
H -0.4040 -0.7509 1.9792
H -1.4193 -1.2745 0.5014
H 0.0939 2.5678 1.1373
H 4.2969 2.9606 -1.5446
H 0.7407 4.1129 -0.6481
H -0.9701 1.9076 -1.9768
H -1.7320 0.0469 -3.5209
H -2.5500 -0.1054 -1.3702
H 0.1419 -0.0190 -4.6128
H 0.6142 -1.7650 -3.8165
H 1.8971 -0.3740 -6.1253
H 3.2000 -0.2917 -4.6954
H 3.7419 -2.9670 -7.1558
H 0.1125 -2.9425 -0.3717
H 0.1987 -2.7887 1.5224
H 1.5373 -4.8299 -0.1975
H 2.9502 -3.8415 0.6901
H 1.0517 -4.2152 2.9287
H 0.8699 -5.8682 1.9051
H 2.6759 -2.1444 2.3527
H 1.6791 -0.6112 2.6722
H 4.0137 0.6649 1.0731
H 5.1527 -1.1797 3.9338
H 3.6033 -0.5440 3.7999
C -7.9454 4.0319 2.6060
C -6.6132 4.2125 3.0483
C -5.9303 3.0471 2.7808
N -6.8050 2.1681 2.1969
C -8.0349 2.7619 2.0812
H -8.7522 4.7510 2.6628
H -6.1966 5.0976 3.5115
H -4.8999 2.7684 2.9567
H -6.5781 1.2287 1.8975
H -8.8666 2.2308 1.6380

(5)
13
Properties=species:S:1:pos:R:3 method="wB97M-V/def2-TZVPD" e_homo_ev=-8.963 charge=0 gap_ev=9.47
H -2.6658 -0.2824 1.7647
N -2.1747 0.2029 0.9394
C -0.9330 -0.1617 0.9563
N -0.2328 -0.9050 1.8037
C -0.2743 0.0528 -0.2135
N 1.0700 -0.4967 -0.3782
C 1.5672 0.0706 -1.4149
N 0.6412 1.1214 -1.8444
N -0.6081 0.9612 -1.1833
H 0.8054 -0.6750 1.6342
H -0.4139 -0.9277 2.8604
H 2.4137 -0.3136 -1.9941
H 0.8052 1.3530 -2.9302

(6)
6
Properties=species:S:1:pos:R:3 method="wB97M-V/def2-TZVPD" e_homo_ev=-10.174 charge=0 gap_ev=9.69
N 2.7114 0.0612 0.0718
O 3.5798 0.7544 -0.2802
O 2.4185 -0.4980 1.0430
O 1.7663 -0.0816 -0.9145
S 0.3115 -0.9306 -0.2449
H -0.3565 -1.2878 -1.3478